[1]
Formula: C3H7NO2
Source: the OMol25 dataset
Level of theory: wB97M-V/def2-TZVPD

Structure (XYZ):
```
13
Properties=species:S:1:pos:R:3:lowdin_charge:R:1
C 1.48084 -0.26433 -0.00874 -0.1435
C -0.89398 -0.78987 -0.14799 -0.4934
C -1.06123 0.63859 0.41028 -0.2325
H 1.48737 0.68483 -1.32438 0.2084
H 2.84031 -1.35240 0.25867 0.1791
H 1.13690 0.41563 1.43345 0.1868
H 0.47476 -2.13519 -0.56444 0.1480
H -2.14625 0.83157 0.72462 0.1446
H -0.34096 0.76705 1.27438 0.0517
H -0.70182 2.44695 -0.56689 0.1773
N 0.35104 -1.10271 -0.50397 -0.0830
O -1.92427 -1.53366 -0.24812 0.0012
O -0.70272 1.39355 -0.73687 -0.1445
```

Output
* frontier orbital gap: 8.68 eV
* 2S+1: 1
* HOMO level: -9.331 eV
* largest force on an atom: 5.16 eV Å⁻¹
* energy above the lowest of the compared OMol25 structures with the same formula, charge and spin: 9.2566 eV



[2]
Formula: C20H12Br2FeN4O5SSbSe4
Source: the OMol25 dataset
Level of theory: wB97M-V/def2-TZVPD

Structure (XYZ):
```
50
Properties=species:S:1:pos:R:3:lowdin_spin:R:1
Fe 1.18756 -0.19947 -0.09494 0.0260
O -3.06387 -4.01086 2.10804 -0.0001
C -2.16434 -3.24275 1.42398 -0.0001
C -2.54272 -2.42100 0.37884 0.0000
C -1.58603 -1.67179 -0.29041 -0.0001
N -0.30815 -1.64871 0.11964 0.0001
C 0.05264 -2.48555 1.10652 -0.0001
C -0.82680 -3.31024 1.77633 0.0000
C 1.54013 -2.50932 1.44819 0.0001
O 1.94282 -3.35531 2.24532 0.0000
O 2.22473 -1.62648 0.84123 0.0062
C -2.02745 -0.97066 -1.60318 0.0000
O -3.18246 -0.50580 -1.58625 0.0000
O -1.17463 -0.99345 -2.50644 0.0000
H -3.93672 -3.84392 1.73688 0.0000
H -3.56341 -2.34316 0.02274 0.0000
H -0.44991 -3.96226 2.55057 0.0000
Br -3.50926 4.15875 -1.84160 0.0004
C -2.09239 2.97975 -1.41078 -0.0004
C -1.25147 2.51537 -2.39069 0.0009
C -0.26039 1.61839 -2.01996 -0.0014
N -0.06780 1.22447 -0.76946 0.0008
C -0.86062 1.74316 0.18379 -0.0006
C -1.90318 2.60503 -0.09400 0.0007
C -0.47589 1.38315 1.56361 -0.0007
C -1.05684 1.94234 2.69592 0.0008
C -0.53976 1.59467 3.92471 -0.0002
Br -1.30634 2.32139 5.49822 -0.0001
C 0.54112 0.73863 4.02153 0.0004
C 1.05941 0.23196 2.84415 -0.0004
N 0.54746 0.52668 1.65064 0.0021
H -1.34421 2.81000 -3.42416 0.0000
H 0.39838 1.22409 -2.77320 0.0000
H -2.54736 2.98378 0.68340 0.0001
H -1.87277 2.64301 2.61797 0.0001
H 0.97645 0.47525 4.97341 0.0000
H 1.91662 -0.42830 2.83594 -0.0001
Se 5.47769 4.38799 -1.10066 -0.0060
Sb 3.25217 3.49768 -1.30885 -0.0001
Se 3.03087 1.44671 0.19671 0.4518
Se 1.54502 4.17070 0.34062 0.5167
Se 2.34403 3.37363 -3.56139 -0.0061
S 2.56402 -1.19315 -4.27655 0.0002
C 1.93251 -2.58292 -3.49777 0.0006
C 1.59114 -2.27813 -2.22672 0.0000
N 1.82745 -0.97491 -1.86023 0.0037
C 2.34574 -0.29822 -2.84393 0.0036
H 1.82320 -3.52814 -4.00045 0.0001
H 1.16762 -2.95966 -1.50857 0.0000
H 2.62596 0.74761 -2.79869 0.0014
```

Output
* frontier orbital gap (alpha / beta): 5.59 / 5.68 eV
* 2S+1: 2
* total charge: -2
* HOMO level (alpha / beta): -2.077 / -2.165 eV
* largest force on an atom: 0.45 eV Å⁻¹
* energy above the lowest of the compared OMol25 structures with the same formula, charge and spin: 0.0000 eV
* expectation value of S²: 0.76



[3]
Formula: C4H4O
Source: the OMol25 dataset
Level of theory: wB97M-V/def2-TZVPD

Structure (XYZ):
```
9
Properties=species:S:1:pos:R:3:lowdin_charge:R:1
C -0.25613 0.31722 1.18299 -0.3781
C 0.77270 -0.13780 -0.73718 -0.0821
C -0.34385 0.71055 -0.20559 -0.0283
C -0.11185 -0.75628 0.22503 -0.0874
O -0.54793 0.81261 2.23619 0.0976
H 0.57515 -0.39979 -1.69179 0.0785
H 1.74086 -0.09116 -0.36772 0.0947
H -1.01434 1.32611 -0.60973 0.0997
H -0.81460 -1.78147 -0.03220 0.2054
```

Output
* SMILES string: O=C1[C@H]2C[C@@H]12
* frontier orbital gap: 10.25 eV
* 2S+1: 1
* HOMO level: -9.410 eV
* largest force on an atom: 6.31 eV Å⁻¹
* energy above the lowest of the compared OMol25 structures with the same formula, charge and spin: 2.8870 eV



[4]
Formula: C15H19N2RuSe2Si
Source: the OMol25 dataset
Level of theory: wB97M-V/def2-TZVPD

Structure (XYZ):
```
40
Properties=species:S:1:pos:R:3:lowdin_spin:R:1
Ru -0.79801 -0.16838 1.26980 0.2271
C -1.55334 -1.62658 3.30885 -0.0109
C -2.47802 -1.89612 2.30529 -0.0243
C -3.20425 -0.84676 1.72942 0.0226
C -2.97321 0.46733 2.12823 0.0081
C -2.04898 0.73562 3.15619 0.0032
C -1.35230 -0.31160 3.74887 -0.0106
H -1.03926 -2.44312 3.79827 -0.0004
H -2.68981 -2.91869 2.02435 -0.0014
H -3.96662 -1.05305 0.99056 0.0000
H -3.56811 1.26868 1.71381 -0.0006
H -1.93588 1.74282 3.53169 0.0000
H -0.67849 -0.10770 4.56988 -0.0004
C 1.00937 -1.05723 -3.89713 0.0176
Si -0.75283 -0.58204 -3.80980 0.0232
C -1.21101 1.17798 -3.99621 0.0065
C -2.03053 -1.87670 -3.96338 0.0002
Se -0.81486 -0.36146 -1.03217 0.7168
H 1.32487 -1.14605 -4.94245 0.0023
H 1.17639 -2.02139 -3.41541 0.0014
H 1.63631 -0.30371 -3.41930 0.0023
H -1.26951 1.45446 -5.05399 0.0005
H -0.46534 1.81349 -3.51863 0.0003
H -2.18442 1.37194 -3.54424 0.0023
H -2.21673 -2.09869 -5.01987 -0.0004
H -2.97066 -1.55060 -3.51836 0.0010
H -1.70586 -2.79746 -3.47858 -0.0001
Se 2.36603 -2.07615 1.69923 0.0016
N 1.28503 -0.64181 1.65797 0.0124
C 2.06745 0.44214 1.51108 0.0017
C 1.64775 1.79777 1.39146 0.0011
C 2.58975 2.76853 1.27303 -0.0015
C 3.99297 2.47682 1.26349 0.0006
C 4.44479 1.20845 1.35972 -0.0016
C 3.48656 0.15348 1.47812 0.0009
N 3.80658 -1.12469 1.56670 -0.0024
H 0.60309 2.06635 1.40412 0.0009
H 2.27781 3.80202 1.19488 -0.0001
H 4.69456 3.29562 1.17862 0.0001
H 5.49869 0.96646 1.35589 0.0000
```

Output
* frontier orbital gap (alpha / beta): 6.67 / 6.38 eV
* 2S+1: 2
* total charge: +2
* HOMO level (alpha / beta): -14.669 / -14.630 eV
* largest force on an atom: 3.75 eV Å⁻¹
* energy above the lowest of the compared OMol25 structures with the same formula, charge and spin: 1.2946 eV
* expectation value of S²: 0.92



[5]
Formula: C2H4N2S
Source: the OMol25 dataset
Level of theory: wB97M-V/def2-TZVPD

Structure (XYZ):
```
9
Properties=species:S:1:pos:R:3:lowdin_charge:R:1
C -0.73071 1.35016 0.53843 -0.2542
C 0.22497 -0.49797 0.20747 -0.6691
N -1.54428 2.08930 0.77753 -0.0196
N -0.49458 -0.93948 -0.90962 -0.0001
S 1.83492 -0.02181 -0.22338 0.7340
H 0.26779 -1.06574 1.16786 0.0950
H -1.32686 -1.35970 -0.91254 0.0391
H -0.35273 -0.18211 -1.65213 0.1279
H 2.12149 0.62734 1.00638 -0.0532
```

Output
* frontier orbital gap: 9.59 eV
* 2S+1: 1
* HOMO level: -9.776 eV
* largest force on an atom: 7.12 eV Å⁻¹
* energy above the lowest of the compared OMol25 structures with the same formula, charge and spin: 2.7482 eV



[6]
Formula: H14O7
Source: the OMol25 dataset
Level of theory: wB97M-V/def2-TZVPD

Structure (XYZ):
```
21
Properties=species:S:1:pos:R:3:lowdin_charge:R:1
O -42.07050 -7.07309 30.37083 -0.0814
H -41.69743 -7.68732 29.75290 -0.0053
H -42.93566 -6.81084 29.86217 0.0802
O -44.86384 -6.40616 29.69569 -0.0396
H -44.99880 -6.03401 30.54141 0.0336
H -45.21176 -7.32354 29.58059 0.0832
O -43.75179 -8.09216 26.91139 -0.0018
H -44.15237 -7.46912 27.53167 0.0216
H -44.48684 -7.98990 26.41765 -0.0284
O -40.51491 -8.85626 28.70546 -0.0311
H -40.73243 -9.79957 28.56044 0.0987
H -40.09311 -8.51642 27.92942 0.0691
O -38.53075 -8.22326 30.49126 -0.0584
H -38.67050 -9.06783 30.93228 0.0330
H -39.18206 -8.45013 29.83407 -0.0457
O -42.28931 -7.43936 33.44094 -0.0485
H -42.04050 -7.63897 32.53395 0.0000
H -42.99668 -6.81924 33.40687 0.0086
O -40.51821 -4.86454 30.85286 -0.0901
H -40.19685 -5.15648 31.71264 0.0267
H -41.12981 -5.58881 30.60868 -0.0242
```

Output
* SMILES string: O.O.O.O.O.O.O
* frontier orbital gap: 10.09 eV
* 2S+1: 1
* HOMO level: -10.184 eV
* largest force on an atom: 5.67 eV Å⁻¹
* energy above the lowest of the compared OMol25 structures with the same formula, charge and spin: 2.3193 eV